The following is a DFT calculation (ωB97M-V/def2-TZVPD) of a molecular structure, C4H8N2S.

Geometry as ORCA input:
```
! wB97M-V def2-TZVPD RIJCOSX def2/J DEFGRID3
* xyz 0 1
C -1.89 -0.86 -0.12
C -0.02 -1.08 1.40
C 0.26 0.27 -0.81
C 2.06 1.78 -1.17
H -2.65 0.11 -0.58
H -2.17 -1.01 1.25
H -2.15 -1.74 -0.88
H 1.02 -0.55 1.77
H 0.23 -2.13 1.40
H -0.60 -0.65 2.31
H -0.23 0.65 -1.68
H 1.55 2.52 -1.96
N -0.46 -0.55 0.03
N 1.49 0.75 -0.40
S 3.57 2.47 -0.57
*
```

The calculation puts the HOMO energy at -7.9306 eV. Its LUMO energy is -0.016 hartree. The value obtained for the gap between HOMO and LUMO is 7.49 eV. For the maximum force, the calculation gives 5.425 eV/Å.